[1]
Here is a 3-piece molecular cluster, C29H32F2O6Si overall at a distorted geometry from the Open Molecules 2025 dataset. Energies are from ωB97M-V with the def2-TZVPD basis set.

```
70
Properties=species:S:1:pos:R:3
C 1.545 0.040 1.685
Si 0.936 0.809 0.003
C 0.843 2.702 0.309
C -0.809 0.003 -0.322
C -1.838 0.996 -1.051
C -3.375 0.824 -0.568
F -3.509 0.519 0.817
F -3.967 2.149 -0.734
C -4.241 -0.133 -1.530
C -4.868 0.507 -2.828
C -5.753 -0.358 -3.799
C -6.067 -1.878 -3.526
C -5.438 -2.485 -2.251
C -4.538 -1.629 -1.276
C -3.956 -2.401 -0.017
O -2.828 -2.243 0.506
C -4.910 -3.547 0.616
C -5.723 -4.325 -0.274
C -5.716 -4.025 -1.857
O -5.869 -4.894 -2.747
C 2.253 0.287 -1.298
C 2.112 -1.143 -1.916
C 3.150 -1.701 -2.950
C 4.353 -0.780 -3.342
C 4.495 0.675 -2.758
C 3.451 1.222 -1.725
H 0.588 -0.041 2.330
H 2.371 0.651 2.178
H 1.889 -1.031 1.403
H 0.415 3.307 -0.560
H 1.933 3.048 0.489
H 0.295 2.878 1.304
H -0.614 -0.864 -1.061
H -1.170 -0.345 0.702
H -1.843 0.840 -2.192
H -1.591 2.113 -0.870
H -4.703 1.619 -3.081
H -6.228 0.108 -4.733
H -6.734 -2.508 -4.210
H -4.877 -3.733 1.740
H -6.387 -5.173 0.140
H 1.253 -1.849 -1.622
H 3.067 -2.746 -3.402
H 5.153 -1.153 -4.067
H 5.378 1.327 -3.065
H 3.554 2.265 -1.271
O 0.745 3.407 3.577
C 0.398 4.560 3.540
C 0.566 5.563 4.649
C -0.371 6.672 4.220
C -0.355 6.547 2.714
O -0.170 5.151 2.454
H 1.606 5.895 4.675
H 0.273 5.139 5.610
H -0.072 7.660 4.573
H -1.378 6.469 4.598
H 0.473 7.099 2.260
H -1.292 6.883 2.266
O 4.725 -1.472 0.448
C 4.697 -2.661 0.622
C 5.665 -3.657 0.044
C 4.937 -4.967 0.253
C 4.108 -4.688 1.485
O 3.789 -3.294 1.417
H 6.599 -3.615 0.611
H 5.846 -3.460 -1.012
H 5.601 -5.826 0.366
H 4.278 -5.161 -0.600
H 4.663 -4.874 2.410
H 3.188 -5.275 1.501
```

For the total energy, the calculation gives -2064.58431 Ha. The SMILES is C[Si](C)(CCC(F)(F)c1cccc2c1C(=O)C=CC2=O)c1ccccc1.O=C1CCCO1.O=C1CCCO1. The maximum force is 4.58 eV/A. The HOMO-LUMO gap comes out at 6.967 eV. The LUMO energy comes out at -1.20 eV.

Atomic partial charges in e from the natural (NBO) method, atoms 1 to 8:
1 C -1.10
2 Si 1.64
3 C -1.14
4 C -0.87
5 C -0.45
6 C 0.70
7 F -0.34
8 F -0.38

***

[2]
Here is a 14-piece molecular cluster, C22H62BO21 overall at a distorted geometry from the Open Molecules 2025 dataset. Energies are from ωB97M-V with the def2-TZVPD basis set.

```
106
Properties=species:S:1:pos:R:3
O 0.903 1.639 2.904
C 0.693 1.310 1.730
O 0.634 0.084 1.172
B 0.292 0.194 -0.262
O 0.095 1.622 -0.484
C 0.295 2.305 0.574
O 0.248 3.538 0.678
O -0.906 -0.639 -0.590
C -0.509 -1.551 -1.463
O -1.178 -2.493 -1.936
C 1.006 -1.369 -1.801
O 1.372 -0.308 -1.134
O 1.699 -2.029 -2.570
C 0.412 -4.135 -4.715
O -0.389 -4.885 -5.667
H -0.172 -4.226 -3.799
H 1.421 -4.531 -4.606
H 0.596 -3.112 -5.044
H -0.405 -5.747 -5.244
C -1.455 -2.311 2.324
O -2.371 -2.815 3.198
H -1.030 -3.054 1.649
H -1.829 -1.535 1.656
H -0.628 -1.851 2.864
H -2.887 -2.113 3.603
C -3.129 2.055 -1.968
C -3.198 3.319 -1.088
O -3.483 4.442 -1.916
H -3.182 1.113 -1.423
H -2.190 2.141 -2.516
H -3.932 1.972 -2.700
H -2.383 3.462 -0.378
H -4.048 3.158 -0.425
H -2.609 4.723 -2.194
C -0.139 5.953 4.749
C -0.713 4.624 4.211
O -0.211 3.541 4.901
H -0.664 6.739 4.206
H 0.921 6.159 4.599
H -0.380 6.103 5.801
H -0.427 4.495 3.167
H -1.794 4.489 4.249
H 0.462 3.115 4.365
C 4.007 3.530 -1.428
C 4.269 2.048 -1.264
O 5.429 1.822 -2.006
H 4.767 4.164 -0.972
H 3.049 3.735 -0.952
H 3.965 3.834 -2.474
H 3.506 1.455 -1.769
H 4.331 1.735 -0.221
H 5.266 1.235 -2.748
C -2.558 0.032 -4.785
C -2.845 -1.481 -4.879
O -3.008 -1.836 -6.187
H -2.178 0.328 -3.807
H -3.461 0.591 -5.030
H -1.772 0.363 -5.464
H -3.665 -1.687 -4.192
H -1.958 -1.996 -4.509
H -3.219 -2.772 -6.163
C 1.151 -4.628 0.768
C 0.961 -5.374 -0.564
O -0.379 -5.105 -1.005
H 0.372 -4.970 1.449
H 1.104 -3.541 0.712
H 2.093 -4.899 1.246
H 1.163 -6.439 -0.449
H 1.742 -5.000 -1.226
H -0.628 -4.235 -1.325
C 4.130 -0.899 1.734
C 2.893 -1.718 2.130
O 3.258 -3.061 2.542
H 4.856 -1.375 1.075
H 4.726 -0.620 2.603
H 3.850 0.075 1.332
H 2.208 -1.762 1.284
H 2.325 -1.307 2.965
H 3.475 -2.981 3.473
C -5.550 -3.009 -0.718
C -4.234 -2.446 -1.088
O -4.041 -1.315 -0.248
H -5.543 -3.326 0.325
H -5.744 -3.948 -1.236
H -6.367 -2.288 -0.739
H -4.282 -2.257 -2.160
H -3.428 -3.155 -0.897
H -3.089 -1.244 -0.147
C 0.935 0.183 5.619
C 2.278 0.831 5.610
O 3.190 -0.064 6.141
H 0.527 -0.116 6.585
H 0.935 -0.715 5.001
H 0.217 0.913 5.247
H 2.272 1.825 6.058
H 2.534 0.956 4.558
H 4.030 0.367 6.318
O -0.688 4.936 -2.198
H 0.084 5.355 -2.579
H -0.373 4.548 -1.383
O 4.266 -0.954 -3.281
H 4.755 -1.427 -2.608
H 3.415 -1.391 -3.311
O -1.307 5.922 0.603
H -2.114 5.747 1.087
H -0.711 5.221 0.868
```

Its charge is -1. For the total energy, the calculation gives -2480.52072 Ha. The maximum force is 3.90 eV/A. The HOMO-LUMO gap comes out at 9.367 eV. The LUMO energy comes out at 1.73 eV.

Atomic partial charges in e from the Mulliken method, atoms 1 to 8:
1 O -0.48
2 C 0.03
3 O 0.62
4 B 1.02
5 O -1.12
6 C 0.04
7 O -0.86
8 O 0.29

***

[3]
Here is a 2-piece molecular cluster, CH4IOP overall at a distorted geometry from the Open Molecules 2025 dataset. Energies are from ωB97M-V with the def2-TZVPD basis set.

```
8
Properties=species:S:1:pos:R:3
C -1.759 -1.524 0.245
O -2.243 -0.513 0.635
H -2.343 -2.401 -0.172
H -0.624 -1.533 0.141
P 2.031 2.044 0.183
I 1.870 -0.371 0.126
H 0.756 2.401 -0.090
H 2.313 1.897 -1.069
```

For the total energy, the calculation gives -754.72979 Ha. The SMILES is C=O.PI. The maximum force is 3.54 eV/A. The HOMO-LUMO gap comes out at 9.100 eV. The LUMO energy comes out at -0.21 eV.

How positive or negative is each atom? The natural (NBO) charges in e answer that:
1 C 0.28
2 O -0.50
3 H 0.10
4 H 0.11
5 P 0.21
6 I -0.14
7 H -0.02
8 H -0.04

***

[4]
Here is a 3-piece molecular cluster, C20H40F6N2O6PS overall at a distorted geometry from the Open Molecules 2025 dataset. Energies are from ωB97M-V with the def2-TZVPD basis set.

```
76
Properties=species:S:1:pos:R:3
C 2.305 7.340 2.625
C 1.812 7.180 1.568
P 1.130 7.058 0.020
S 2.228 8.240 -1.272
C 1.232 5.350 -0.558
C 0.522 4.284 0.292
O -0.133 3.334 -0.508
C 1.540 3.501 1.121
F 1.024 2.330 1.514
F 2.668 3.277 0.433
F 1.857 4.232 2.215
C -0.504 7.808 -0.038
C -1.599 6.959 0.575
O -2.110 6.012 -0.339
C -2.757 7.874 1.018
F -2.890 8.918 0.170
F -3.914 7.202 1.060
F -2.486 8.364 2.240
H 2.967 7.431 3.448
H 3.448 7.851 -0.879
H 0.898 5.356 -1.586
H 2.293 5.147 -0.602
H -0.197 4.695 0.991
H -0.635 3.769 -1.195
H -0.717 8.086 -1.062
H -0.415 8.734 0.518
H -1.260 6.444 1.465
H -1.706 6.147 -1.194
C 0.869 -3.841 5.194
O 0.371 -2.521 5.084
C 1.352 -1.542 4.778
C 1.153 -0.986 3.385
N 1.468 -1.973 2.362
C 1.074 -1.589 1.010
C -0.409 -1.378 0.721
O -1.192 -2.553 0.775
C -1.654 -2.928 2.061
H 0.062 -4.460 5.581
H 1.183 -4.246 4.225
H 1.710 -3.890 5.890
H 2.361 -1.948 4.895
H 1.232 -0.727 5.497
H 1.807 -0.118 3.251
H 0.113 -0.637 3.320
H 1.008 -2.843 2.593
H 1.432 -2.371 0.338
H 1.611 -0.673 0.740
H -0.486 -1.022 -0.311
H -0.852 -0.597 1.352
H -1.839 -2.058 2.696
H -0.955 -3.602 2.564
H -2.591 -3.468 1.928
C 1.900 -6.176 -2.420
O 0.666 -5.914 -1.782
C 0.421 -4.540 -1.504
C -0.696 -3.996 -2.364
N -0.291 -3.887 -3.761
C -1.377 -3.572 -4.685
C -2.520 -4.571 -4.829
O -2.154 -5.792 -5.436
C -1.623 -6.777 -4.568
H 2.036 -7.255 -2.434
H 1.917 -5.810 -3.453
H 2.733 -5.726 -1.871
H 1.334 -3.948 -1.627
H 0.111 -4.469 -0.460
H -0.971 -3.003 -1.996
H -1.563 -4.655 -2.228
H 0.133 -4.758 -4.049
H -0.931 -3.442 -5.674
H -1.800 -2.603 -4.399
H -3.259 -4.120 -5.497
H -3.034 -4.758 -3.878
H -2.063 -6.717 -3.570
H -0.535 -6.705 -4.489
H -1.860 -7.751 -4.994
```

Its charge is +1. For the total energy, the calculation gives -2685.34540 Ha. The maximum force is 2.43 eV/A. The HOMO-LUMO gap comes out at 5.388 eV. The LUMO energy comes out at -4.29 eV.

Atomic partial charges in e from the Mulliken method, atoms 1 to 8:
1 C 1.13
2 C -1.31
3 P 0.49
4 S -0.25
5 C -0.77
6 C 0.07
7 O -0.50
8 C 0.52

***

[5]
Here is the molecule C27H35N3O7S at a distorted geometry from the Open Molecules 2025 dataset. Energies are from ωB97M-V with the def2-TZVPD basis set.

```
73
Properties=species:S:1:pos:R:3
C -6.664 -2.941 -2.504
C -7.132 -1.944 -1.451
C -6.000 -1.559 -0.502
C -6.467 -0.561 0.560
O -5.448 -0.234 1.481
C -4.442 0.600 1.115
C -4.368 1.310 -0.081
C -3.284 2.131 -0.325
C -2.247 2.254 0.593
C -1.098 3.118 0.220
O -1.195 4.043 -0.568
N 0.088 2.793 0.801
C 1.273 3.538 0.484
C 2.221 2.885 -0.509
O 3.383 3.178 -0.598
O 1.608 1.985 -1.291
C 2.392 1.361 -2.305
C 2.473 -0.161 -2.155
O 3.551 -0.723 -2.145
N 1.310 -0.839 -2.103
C -0.020 -0.282 -2.119
C -0.614 -0.357 -0.703
N -0.078 -1.478 0.029
S 0.775 -1.232 1.448
O 0.376 0.073 1.913
O 0.472 -2.357 2.285
C 2.534 -1.169 1.093
C 3.034 0.112 0.935
C 4.358 0.326 0.617
C 5.208 -0.761 0.446
C 6.625 -0.559 0.019
C 4.704 -2.035 0.658
C 3.373 -2.272 0.991
C 2.931 -3.683 1.235
C 0.256 -2.616 -0.783
C 1.334 -2.266 -1.834
C -2.337 1.566 1.803
C -3.419 0.754 2.056
H -5.861 -2.516 -3.103
H -6.297 -3.849 -2.033
H -7.483 -3.206 -3.168
H -7.513 -1.047 -1.943
H -7.952 -2.380 -0.876
H -5.174 -1.126 -1.072
H -5.620 -2.449 0.004
H -6.877 0.343 0.091
H -7.253 -1.014 1.171
H -5.147 1.240 -0.824
H -3.223 2.689 -1.247
H 0.169 1.958 1.369
H 0.934 4.474 0.015
H 1.844 3.783 1.384
H 3.416 1.745 -2.254
H 1.956 1.617 -3.276
H -0.619 -0.880 -2.816
H -0.014 0.750 -2.460
H -0.371 0.539 -0.141
H -1.707 -0.443 -0.754
H 2.359 0.939 1.086
H 4.723 1.332 0.480
H 7.009 0.393 0.379
H 7.264 -1.363 0.374
H 6.663 -0.548 -1.070
H 5.364 -2.885 0.555
H 3.687 -4.203 1.820
H 2.822 -4.221 0.293
H 1.991 -3.706 1.777
H 0.596 -3.405 -0.115
H -0.660 -2.957 -1.278
H 1.148 -2.818 -2.764
H 2.341 -2.505 -1.487
H -1.570 1.663 2.554
H -3.500 0.215 2.987
```

For the total energy, the calculation gives -2139.03875 Ha. The SMILES is CCCCOc1ccc(C(=O)NCC(=O)OCC(=O)N2CCN(S(=O)(=O)c3ccc(C)cc3C)CC2)cc1. The maximum force is 1.12 eV/A. The HOMO-LUMO gap comes out at 9.070 eV. The LUMO energy comes out at 0.43 eV.

Atomic partial charges in e from the natural (NBO) method, atoms 1 to 8:
1 C -0.60
2 C -0.39
3 C -0.43
4 C -0.06
5 O -0.49
6 C 0.32
7 C -0.28
8 C -0.15

***

[6]
Here is a 3-piece molecular cluster, C3H14NO3 overall at a distorted geometry from the Open Molecules 2025 dataset. Energies are from ωB97M-V with the def2-TZVPD basis set.

```
21
Properties=species:S:1:pos:R:3
C 0.812 -0.644 -1.212
C 0.646 -1.793 -0.222
C 1.143 -1.319 1.114
O 0.172 -0.327 1.610
N -0.314 0.374 -1.065
H 0.852 -0.994 -2.248
H 1.721 -0.078 -1.055
H -0.332 -2.215 -0.030
H 1.341 -2.571 -0.583
H 1.173 -2.027 1.955
H 2.121 -0.838 1.317
H -0.544 -0.740 2.097
H -0.347 0.546 -0.039
H -1.148 0.095 -1.568
H -0.024 1.294 -1.392
H 0.059 3.336 0.499
H 1.356 3.043 -0.075
O 0.482 2.616 -0.001
H -3.768 0.730 -0.050
H -2.582 0.924 0.911
O -2.819 0.590 0.036
```

Its charge is +1. For the total energy, the calculation gives -402.92937 Ha. The maximum force is 3.49 eV/A. The HOMO-LUMO gap comes out at 11.718 eV. The LUMO energy comes out at -2.87 eV.

Atomic partial charges in e from the natural (NBO) method, atoms 1 to 8:
1 C -0.22
2 C -0.47
3 C -0.09
4 O -0.77
5 N -0.71
6 H 0.23
7 H 0.22
8 H 0.24